No. 1
Formula: C21H20N2O4S
Source: the OMol25 dataset
Level of theory: ωB97M-V/def2-TZVPD

Total energy, eV: -44107.9836
Multiplicity: 1
SMILES string: CCOc1ccc(C(=O)NCC(=O)OCc2csc(-c3ccccc3)n2)cc1
Orbital gap, eV: 8.650
Energy above the lowest of the compared OMol25 structures with the same formula, charge and spin, kJ/mol: 75.1

Each line ends with the natural charge from an NBO analysis.
Atoms and positions in Å:
C1 1.438 -4.578 8.062  -0.62
C2 1.701 -4.779 6.578  -0.06
O1 1.277 -3.608 5.905  -0.50
C3 1.416 -3.531 4.560  0.32
C4 0.995 -2.333 3.974  -0.26
C5 1.078 -2.146 2.613  -0.16
C6 1.589 -3.153 1.794  -0.18
C7 2.031 -4.332 2.383  -0.16
C8 1.941 -4.533 3.747  -0.26
H1 2.286 -5.465 4.166  0.21
H2 2.448 -5.099 1.748  0.23
C9 1.733 -3.011 0.323  0.67
O2 2.594 -3.586 -0.318  -0.62
N1 0.790 -2.236 -0.279  -0.61
H3 0.172 -1.671 0.284  0.41
C10 0.921 -1.836 -1.654  -0.33
C11 0.817 -0.327 -1.774  0.79
O3 0.531 0.400 -0.859  -0.60
O4 1.065 0.078 -3.019  -0.49
C12 0.970 1.475 -3.269  -0.10
C13 -0.445 1.939 -3.438  0.10
C14 -1.569 1.171 -3.379  -0.44
S1 -2.969 2.134 -3.621  0.39
C15 -1.918 3.536 -3.792  0.07
N2 -0.664 3.253 -3.670  -0.44
C16 -2.440 4.859 -4.045  -0.04
C17 -1.554 5.931 -4.172  -0.18
C18 -2.036 7.202 -4.414  -0.21
C19 -3.400 7.421 -4.534  -0.20
C20 -4.284 6.361 -4.408  -0.21
C21 -3.811 5.087 -4.165  -0.19
H4 -4.499 4.259 -4.067  0.21
H5 -5.347 6.530 -4.500  0.22
H6 -3.773 8.416 -4.723  0.21
H7 -1.347 8.028 -4.512  0.22
H8 -0.497 5.741 -4.075  0.23
H9 -1.656 0.117 -3.213  0.24
H10 1.428 2.035 -2.445  0.22
H11 1.535 1.655 -4.187  0.21
H12 0.142 -2.290 -2.280  0.22
H13 1.893 -2.184 -2.019  0.27
H14 0.775 -1.195 2.199  0.21
H15 0.610 -1.559 4.620  0.23
H16 2.773 -4.947 6.402  0.17
H17 1.142 -5.649 6.207  0.17
H18 0.378 -4.407 8.231  0.21
H19 1.751 -5.458 8.615  0.21
H20 1.989 -3.714 8.422  0.22

***

No. 2
Formula: C21H20N2O6S
Source: the OMol25 dataset
Level of theory: ωB97M-V/def2-TZVPD

Total energy, eV: -48200.8404
Multiplicity: 1
SMILES string: O=C(CN(c1ccc2c(c1)OCCO2)S(=O)(=O)c1ccccc1)NCc1ccco1
Orbital gap, eV: 8.730
Energy above the lowest of the compared OMol25 structures with the same formula, charge and spin, kJ/mol: 294.3

Each line ends with the natural charge from an NBO analysis.
Atoms and positions in Å:
O1 -1.897 -2.441 -2.348  -0.61
C1 -2.073 -1.254 -2.180  0.66
N1 -3.207 -0.711 -1.695  -0.62
H1 -3.233 0.286 -1.527  0.42
C2 -4.211 -1.513 -1.017  -0.27
C3 -4.174 -1.249 0.452  0.26
C4 -4.977 -0.496 1.258  -0.30
C5 -4.405 -0.554 2.551  -0.31
C6 -3.296 -1.330 2.429  0.09
O2 -3.149 -1.756 1.167  -0.40
H2 -2.559 -1.644 3.142  0.20
H3 -4.768 -0.079 3.439  0.23
H4 -5.863 0.031 0.968  0.22
H5 -5.201 -1.273 -1.411  0.21
H6 -3.964 -2.558 -1.229  0.25
C7 -0.996 -0.203 -2.480  -0.30
N2 -0.473 0.297 -1.224  -0.72
C8 0.562 -0.385 -0.557  0.20
C9 1.781 -0.567 -1.197  -0.28
C10 2.829 -1.202 -0.548  0.22
C11 2.674 -1.622 0.777  0.27
C12 1.448 -1.445 1.405  -0.24
C13 0.395 -0.845 0.745  -0.26
H7 -0.558 -0.725 1.231  0.25
H8 1.341 -1.799 2.418  0.22
O3 3.697 -2.202 1.484  -0.49
C14 4.958 -2.047 0.873  -0.10
C15 4.857 -2.328 -0.626  -0.10
H9 5.827 -2.227 -1.116  0.20
O4 4.000 -1.388 -1.237  -0.48
H10 4.469 -3.344 -0.778  0.18
H11 5.629 -2.753 1.365  0.20
H12 5.324 -1.022 1.023  0.18
H13 1.938 -0.230 -2.209  0.23
S1 -1.317 1.470 -0.395  2.32
O5 -2.187 2.087 -1.362  -0.96
O6 -1.930 0.990 0.809  -0.93
C16 0.038 2.556 0.017  -0.25
C17 0.612 2.492 1.271  -0.21
C18 1.718 3.280 1.545  -0.20
C19 2.230 4.117 0.566  -0.19
C20 1.641 4.175 -0.688  -0.21
C21 0.538 3.385 -0.968  -0.20
H14 0.051 3.407 -1.929  0.23
H15 2.041 4.833 -1.445  0.22
H16 3.092 4.730 0.781  0.22
H17 2.179 3.241 2.520  0.22
H18 0.182 1.836 2.010  0.24
H19 -1.422 0.641 -3.026  0.24
H20 -0.192 -0.664 -3.055  0.23

***

No. 3
Formula: C21H20O2S
Source: the OMol25 dataset
Level of theory: ωB97M-V/def2-TZVPD

Total energy, eV: -37029.1569
Multiplicity: 1
Orbital gap, eV: 5.410
Energy above the lowest of the compared OMol25 structures with the same formula, charge and spin, kJ/mol: 0.0

Each line ends with the natural charge from an NBO analysis.
Atoms and positions in Å:
C1 -1.787 -1.975 -5.733  -0.25
O1 -2.415 -0.976 -4.889  -0.50
C2 -2.437 -1.155 -3.540  0.31
C3 -3.125 -0.161 -2.792  -0.28
C4 -3.042 -0.142 -1.425  -0.18
C5 -2.156 -1.038 -0.747  -0.27
S1 -1.645 -0.665 0.808  -0.05
C6 -1.648 -2.153 -1.479  -0.19
C7 -1.754 -2.192 -2.854  -0.28
H1 -2.027 -1.666 -6.751  0.20
H2 -0.698 -1.969 -5.579  0.18
H3 -2.196 -2.976 -5.530  0.18
H4 -3.665 0.607 -3.344  0.22
H5 -3.563 0.616 -0.845  0.22
H6 -1.086 -2.912 -0.937  0.23
H7 -1.249 -2.982 -3.417  0.21
C8 1.824 1.564 6.772  -0.26
O2 1.022 2.382 5.889  -0.49
C9 0.877 2.000 4.590  0.32
C10 0.127 2.881 3.766  -0.27
C11 -0.043 2.594 2.436  -0.13
C12 0.494 1.406 1.851  -0.16
C13 0.256 1.176 0.458  -0.02
C14 1.064 0.423 -0.457  -0.13
C15 0.649 0.443 -1.821  -0.16
C16 1.199 -0.414 -2.755  -0.22
C17 2.175 -1.347 -2.365  -0.20
C18 2.653 -1.332 -1.046  -0.23
C19 2.173 -0.401 -0.123  -0.13
C20 1.120 0.477 2.721  -0.17
C21 1.396 0.799 4.041  -0.26
H8 1.758 2.065 7.736  0.21
H9 1.415 0.547 6.839  0.18
H10 2.867 1.534 6.429  0.18
H11 -0.292 3.776 4.221  0.23
H12 -0.565 3.306 1.791  0.21
H13 -0.481 1.828 -0.010  0.22
H14 -0.112 1.172 -2.119  0.22
H15 0.861 -0.370 -3.795  0.22
H16 2.562 -2.069 -3.088  0.21
H17 3.421 -2.047 -0.741  0.22
H18 2.666 -0.277 0.843  0.21
H19 1.416 -0.498 2.331  0.23
H20 1.993 0.120 4.658  0.21

***

No. 4
Formula: C21H21AlClN2P
Source: the OMol25 dataset
Level of theory: ωB97M-V/def2-TZVPD

Total energy, eV: -53490.4943
Multiplicity: 1
Charge: +2
Orbital gap, eV: 5.891
Energy above the lowest of the compared OMol25 structures with the same formula, charge and spin, kJ/mol: 184.7

Each line ends with the natural charge from an NBO analysis.
Atoms and positions in Å:
Al1 0.926 -1.220 1.812  1.60
Cl1 1.005 0.346 3.388  -0.49
P1 0.358 0.585 0.158  0.90
C1 -0.921 -0.291 -0.745  -0.45
C2 -0.836 -1.190 -1.817  -0.17
C3 -1.970 -1.877 -2.298  -0.20
C4 -3.264 -1.686 -1.790  -0.16
C5 -3.335 -0.810 -0.691  -0.20
C6 -2.215 -0.127 -0.199  -0.21
C7 0.046 2.376 -0.204  -0.26
C8 0.909 3.323 0.390  -0.22
C9 0.770 4.711 0.220  -0.19
C10 -0.268 5.261 -0.543  -0.15
C11 -1.085 4.334 -1.209  -0.20
C12 -0.939 2.938 -1.046  -0.22
C13 1.838 0.321 -0.807  -0.30
C14 2.805 -0.351 -0.043  -0.23
C15 4.048 -0.683 -0.595  -0.19
C16 4.435 -0.358 -1.907  -0.16
C17 3.450 0.294 -2.674  -0.14
C18 2.185 0.636 -2.144  -0.21
H1 1.661 2.986 1.096  0.22
H2 1.439 5.410 0.732  0.24
H3 -0.403 6.357 -0.643  0.25
H4 -1.867 4.758 -1.847  0.24
H5 -1.671 2.313 -1.554  0.23
H6 0.139 -1.455 -2.221  0.22
H7 -1.889 -2.612 -3.098  0.24
H8 -4.175 -2.149 -2.249  0.26
H9 -4.312 -0.667 -0.221  0.24
H10 -2.340 0.518 0.676  0.22
H11 2.679 -0.598 1.075  0.13
H12 4.752 -1.225 0.036  0.24
H13 5.443 -0.636 -2.311  0.27
H14 3.718 0.506 -3.718  0.25
H15 1.492 1.157 -2.807  0.25
H16 0.119 -2.173 0.297  0.25
H17 0.892 -2.075 0.364  -0.13
N1 -2.373 -2.851 3.608  -0.47
C19 -1.737 -3.960 3.088  -0.02
C20 -0.523 -3.547 2.658  -0.09
N2 -0.474 -2.157 2.728  -0.74
C21 -1.597 -1.756 3.359  0.27
H18 -3.262 -2.779 4.156  0.48
H19 -2.168 -4.948 3.147  0.27
H20 0.337 -4.111 2.481  0.24
H21 -1.823 -0.842 3.910  0.27

***

Quick rundown of E_HOMO, same order as above: -8.50; -8.19; -6.60; -14.48 eV